1.
{
  "formula": "C37H26N7O3ReS2",
  "method": "ωB97M-V/def2-TZVPD",
  "fmax_ev_per_a": 0.95,
  "spin_multiplicity": 4,
  "e_lumo_ev": [-2.70, -4.42],
  "e_homo_ev": [-9.8, -10.8],
  "total_charge": 1,
  "homo_lumo_gap_ev": [7.052, 6.337],
  "e_above_lowest_kj_mol": 69.2,
  "species": ["Re", "N", "C", "C", "C", "C", "C", "C", "C", "C", "C", "C", "C", "C", "N", "C", "C", "C", "C", "N", "H", "H", "H", "H", "H", "H", "H", "H", "H", "H", "C", "C", "C", "C", "N", "C", "C", "C", "C", "C", "C", "C", "H", "H", "H", "H", "H", "H", "H", "H", "O", "C", "N", "C", "C", "C", "C", "C", "C", "S", "O", "O", "N", "C", "S", "C", "C", "N", "H", "H", "H", "H", "H", "H", "H", "H"],
  "coordinates": [[-0.64, -1.57, 0.99], [7.35, 5.06, 1.12], [6.46, 4.33, 1.06], [5.37, 3.41, 1.00], [5.51, 2.18, 0.35], [4.45, 1.30, 0.31], [3.23, 1.61, 0.92], [3.10, 2.84, 1.57], [4.15, 3.74, 1.61], [2.09, 0.67, 0.94], [1.66, 0.20, 2.19], [2.32, 0.42, 3.44], [1.63, -0.29, 4.39], [0.58, -0.93, 3.73], [0.58, -0.65, 2.40], [1.45, 0.36, -0.27], [1.92, 0.80, -1.58], [1.00, 0.49, -2.49], [-0.18, -0.12, -1.78], [0.30, -0.33, -0.41], [6.45, 1.93, -0.11], [4.57, 0.34, -0.18], [2.16, 3.10, 2.03], [4.04, 4.69, 2.10], [3.20, 1.02, 3.58], [1.84, -0.36, 5.45], [-0.15, -1.59, 4.17], [2.86, 1.30, -1.75], [1.01, 0.65, -3.55], [-0.47, -1.08, -2.23], [-3.88, -0.85, 3.81], [-3.88, -1.98, 4.62], [-3.00, -3.01, 4.36], [-2.13, -2.91, 3.28], [-2.13, -1.81, 2.50], [-2.98, -0.80, 2.77], [-1.11, -3.89, 2.90], [-0.96, -5.13, 3.51], [0.06, -5.98, 3.10], [0.93, -5.59, 2.09], [0.76, -4.36, 1.46], [-0.25, -3.50, 1.85], [-4.54, -0.02, 3.99], [-4.56, -2.05, 5.46], [-2.97, -3.88, 5.00], [-2.93, 0.06, 2.11], [-1.63, -5.44, 4.29], [0.17, -6.95, 3.57], [1.73, -6.25, 1.78], [1.43, -4.08, 0.65], [-1.98, -3.52, -1.00], [-1.49, -2.77, -0.30], [-0.34, 2.75, -7.96], [-0.55, 2.74, -6.62], [-1.83, 2.46, -6.11], [-2.06, 2.44, -4.75], [-1.00, 2.67, -3.88], [0.26, 3.00, -4.36], [0.48, 3.04, -5.72], [-1.25, 2.50, -2.15], [-2.53, 3.00, -1.77], [-0.09, 2.95, -1.44], [-1.37, 0.76, -1.88], [-2.59, 0.26, -1.44], [-4.12, 0.60, -2.21], [-4.90, -0.49, -1.14], [-4.01, -1.03, -0.29], [-2.72, -0.59, -0.45], [-1.09, 2.56, -8.60], [0.57, 2.93, -8.33], [-2.65, 2.26, -6.79], [-3.05, 2.28, -4.37], [1.05, 3.24, -3.66], [1.46, 3.31, -6.11], [-5.97, -0.65, -1.21], [-4.22, -1.76, 0.48]]
}


2.
{
  "formula": "C7H7ClNO3P",
  "method": "ωB97M-V/def2-TZVPD",
  "fmax_ev_per_a": 1.40,
  "e_lumo_ev": [5.72, 5.73],
  "e_homo_ev": [0.3, -0.2],
  "total_charge": -2,
  "homo_lumo_gap_ev": [5.462, 5.950],
  "species": ["C", "C", "C", "C", "C", "C", "C", "N", "O", "O", "O", "P", "Cl", "H", "H", "H", "H", "H", "H", "H"],
  "coordinates": [[1.98, 1.10, 0.06], [1.96, 1.33, 1.45], [0.85, 0.65, -0.56], [0.76, 1.11, 2.11], [-0.32, 0.43, 0.21], [-0.16, -2.66, 0.58], [-1.44, -0.14, -0.43], [-0.35, 0.70, 1.54], [-0.47, -0.56, -2.98], [-1.69, 1.55, -2.15], [-3.00, -0.62, -2.64], [-1.69, 0.02, -2.30], [-2.89, -0.12, 0.44], [2.89, 1.27, -0.49], [2.84, 1.67, 1.98], [0.79, 0.46, -1.61], [0.69, 1.28, 3.19], [0.09, -2.06, 1.43], [0.36, -2.47, -0.33], [-1.19, -2.95, 0.50]]
}


3.
{
  "formula": "C21H27FeN4O6STe4",
  "method": "ωB97M-V/def2-TZVPD",
  "fmax_ev_per_a": 2.42,
  "spin_multiplicity": 6,
  "e_lumo_ev": [4.15, 3.79],
  "e_homo_ev": [-1.0, -0.9],
  "total_charge": -2,
  "homo_lumo_gap_ev": [5.113, 4.719],
  "e_above_lowest_kj_mol": 96.4,
  "species": ["Fe", "Te", "Te", "Te", "Te", "C", "C", "N", "C", "C", "C", "S", "N", "C", "O", "C", "C", "C", "C", "C", "C", "H", "H", "H", "H", "H", "H", "H", "H", "H", "H", "H", "H", "H", "H", "H", "C", "C", "C", "O", "C", "O", "O", "H", "H", "H", "H", "H", "H", "H", "C", "N", "C", "C", "C", "O", "N", "C", "O", "H", "H", "H", "H", "H"],
  "coordinates": [[0.65, -1.40, 1.22], [1.38, -1.95, 3.74], [2.61, -2.61, 5.95], [5.61, -2.68, 2.69], [3.21, -2.12, 1.68], [-2.89, 2.39, -0.64], [-3.43, 2.08, 0.75], [-3.03, 0.78, 1.27], [-4.00, -0.30, 1.16], [-4.22, -0.76, -0.28], [-1.77, 0.59, 1.75], [-1.37, -0.88, 2.58], [-0.99, 1.67, 1.65], [0.34, 1.64, 1.82], [1.10, 0.66, 1.90], [1.00, 3.00, 1.87], [0.26, 4.18, 1.83], [0.89, 5.41, 1.93], [2.27, 5.47, 2.08], [3.01, 4.29, 2.13], [2.38, 3.06, 2.03], [-3.21, 3.39, -0.95], [-3.25, 1.67, -1.38], [-1.80, 2.35, -0.63], [-4.52, 2.09, 0.74], [-3.08, 2.84, 1.45], [-4.94, 0.05, 1.60], [-3.65, -1.13, 1.76], [-4.76, -0.02, -0.87], [-4.79, -1.69, -0.28], [-3.25, -0.95, -0.75], [-0.82, 4.11, 1.72], [0.31, 6.32, 1.90], [2.77, 6.43, 2.15], [4.09, 4.33, 2.25], [2.94, 2.14, 2.08], [-0.73, -4.15, -2.07], [0.34, -4.25, -0.99], [1.14, -5.54, -1.10], [1.21, -3.13, -1.06], [-0.36, -4.24, 0.40], [-1.20, -5.12, 0.58], [0.01, -3.36, 1.24], [-0.28, -4.24, -3.06], [-1.23, -3.18, -1.99], [-1.47, -4.93, -1.94], [1.51, -5.67, -2.13], [0.53, -6.40, -0.83], [2.00, -5.49, -0.43], [1.61, -3.10, -1.93], [3.18, 1.24, -3.48], [2.07, 0.80, -2.66], [0.79, 0.97, -3.10], [-0.26, 0.49, -2.43], [0.01, -0.25, -1.21], [-0.88, -0.84, -0.56], [1.27, -0.33, -0.74], [2.34, 0.12, -1.44], [3.51, -0.03, -1.11], [3.15, 0.77, -4.47], [4.09, 0.95, -2.97], [3.17, 2.33, -3.60], [0.69, 1.51, -4.04], [-1.28, 0.63, -2.76]]
}


4.
{
  "formula": "C19H16I2N4O3Zn",
  "method": "ωB97M-V/def2-TZVPD",
  "fmax_ev_per_a": 0.22,
  "e_lumo_ev": 0.21,
  "e_homo_ev": -7.6,
  "homo_lumo_gap_ev": 7.786,
  "e_above_lowest_kj_mol": 12.6,
  "species": ["Zn", "I", "C", "C", "C", "I", "C", "O", "C", "C", "N", "C", "C", "C", "C", "C", "C", "N", "C", "H", "H", "H", "H", "H", "H", "H", "H", "H", "H", "H", "O", "N", "N", "O", "C", "C", "C", "C", "C", "C", "H", "H", "H", "H", "H"],
  "coordinates": [[-0.04, 0.02, -0.58], [3.29, -6.27, 1.52], [2.02, -4.79, 0.79], [0.65, -4.87, 1.03], [-0.19, -3.88, 0.55], [-2.22, -3.98, 0.95], [0.29, -2.77, -0.18], [-0.52, -1.86, -0.62], [1.69, -2.71, -0.39], [2.29, -1.57, -1.17], [2.09, -0.27, -0.46], [2.61, -0.27, 0.91], [1.51, -0.42, 1.94], [1.79, -0.88, 3.22], [0.76, -1.00, 4.13], [-0.53, -0.66, 3.74], [-0.73, -0.22, 2.45], [0.27, -0.09, 1.57], [2.53, -3.71, 0.09], [0.24, -5.70, 1.59], [1.84, -1.46, -2.16], [3.36, -1.76, -1.30], [2.52, 0.47, -1.00], [3.15, 0.66, 1.10], [3.32, -1.09, 1.05], [2.80, -1.16, 3.48], [0.95, -1.37, 5.13], [-1.37, -0.76, 4.41], [-1.71, 0.04, 2.08], [3.59, -3.65, -0.10], [0.18, 0.69, -2.55], [-0.54, 1.68, -2.85], [-1.23, 2.15, -1.88], [-1.17, 1.66, -0.66], [-2.09, 3.27, -2.12], [-2.67, 3.89, -1.02], [-3.49, 4.99, -1.23], [-3.74, 5.45, -2.51], [-3.15, 4.81, -3.60], [-2.33, 3.72, -3.41], [-2.46, 3.51, -0.03], [-3.95, 5.47, -0.38], [-4.39, 6.30, -2.67], [-3.34, 5.16, -4.60], [-1.87, 3.21, -4.25]]
}


5.
{
  "formula": "C5H9NO2",
  "method": "ωB97M-V/def2-TZVPD",
  "fmax_ev_per_a": 1.68,
  "e_lumo_ev": 0.64,
  "e_homo_ev": -9.9,
  "smiles": "O=C(O)[C@@H]1CCCN1",
  "homo_lumo_gap_ev": 10.549,
  "e_above_lowest_kj_mol": 42.9,
  "species": ["O", "C", "O", "C", "C", "C", "C", "N", "H", "H", "H", "H", "H", "H", "H", "H", "H"],
  "coordinates": [[0.14, -1.87, -1.53], [0.24, -1.31, -0.46], [1.34, -1.38, 0.31], [-0.78, -0.36, 0.13], [-0.89, 0.77, -0.89], [-0.34, 2.05, -0.16], [0.48, 1.47, 1.02], [-0.19, 0.20, 1.38], [1.02, -0.92, 1.12], [-1.75, -0.83, 0.27], [-0.27, 0.54, -1.79], [-1.92, 0.96, -1.19], [-1.20, 2.62, 0.24], [0.29, 2.69, -0.79], [1.53, 1.20, 0.68], [0.51, 2.20, 1.87], [-1.04, 0.40, 1.89]]
}


6.
{
  "formula": "C23H43Cl2GdIN3O4Si",
  "method": "ωB97M-V/def2-TZVPD",
  "fmax_ev_per_a": 4.46,
  "spin_multiplicity": 8,
  "e_lumo_ev": [0.10, 0.46],
  "e_homo_ev": [-3.6, -6.9],
  "homo_lumo_gap_ev": [3.737, 7.346],
  "e_above_lowest_kj_mol": 492.2,
  "species": ["C", "C", "H", "H", "H", "C", "C", "H", "H", "H", "H", "Gd", "Cl", "C", "O", "N", "C", "C", "H", "H", "H", "H", "H", "H", "H", "H", "H", "C", "C", "N", "H", "C", "O", "H", "H", "H", "H", "H", "H", "C", "C", "N", "H", "C", "O", "H", "H", "H", "H", "O", "C", "C", "C", "H", "C", "H", "C", "H", "C", "C", "H", "H", "H", "Si", "Cl", "C", "C", "C", "H", "H", "H", "H", "H", "H", "H", "H", "H", "I"],
  "coordinates": [[-1.75, -0.27, -4.46], [-1.11, -1.32, -3.55], [-2.03, -0.78, -5.38], [-1.11, 0.61, -4.68], [-2.66, 0.09, -3.97], [-0.67, -2.55, -4.06], [-0.26, -2.74, -5.46], [-0.57, -3.39, -3.39], [0.30, -1.86, -5.83], [-1.08, -2.92, -6.17], [0.39, -3.62, -5.54], [0.72, 1.25, 1.80], [2.19, 3.34, 2.15], [-0.61, -1.73, 2.68], [0.28, -0.89, 2.37], [-0.28, -2.90, 3.21], [1.12, -3.25, 3.35], [-1.27, -3.82, 3.76], [-1.68, -1.53, 2.53], [1.75, -2.39, 3.15], [1.38, -4.06, 2.66], [1.29, -3.61, 4.37], [-2.27, -3.42, 3.57], [-1.10, -3.92, 4.84], [-1.16, -4.80, 3.28], [1.18, 3.54, 6.14], [-0.97, 5.26, 5.91], [1.21, 3.66, 5.06], [-0.70, 5.23, 4.84], [-0.12, 3.94, 4.52], [1.65, 2.77, 4.60], [-0.84, 3.04, 3.89], [-0.40, 1.87, 3.64], [-1.60, 5.38, 4.24], [-1.84, 3.33, 3.53], [1.85, 4.50, 4.82], [0.03, 6.02, 4.63], [1.72, 0.31, -2.86], [2.48, -2.78, -2.75], [2.74, 0.15, -2.50], [3.29, -2.26, -2.23], [2.80, -1.02, -1.62], [3.08, 1.05, -1.98], [2.54, -0.97, -0.30], [2.27, 0.06, 0.36], [3.70, -2.91, -1.46], [2.61, -1.95, 0.22], [3.38, -0.06, -3.35], [4.06, -2.01, -2.96], [-0.41, -0.65, -2.52], [-1.49, -1.38, -1.96], [0.03, -3.08, -0.94], [-1.26, -2.52, -1.08], [0.87, -2.54, -1.39], [0.24, -4.25, -0.21], [-2.31, -0.73, -1.66], [-2.30, -3.10, -0.29], [1.25, -4.67, -0.17], [-0.82, -4.89, 0.43], [-2.09, -4.28, 0.42], [-3.26, -2.59, -0.23], [-0.65, -5.84, 0.92], [-2.90, -4.76, 0.95], [-0.38, 3.78, -1.33], [0.37, 1.66, -0.71], [1.20, 4.79, -1.30], [-1.49, 4.27, 0.09], [-1.22, 3.97, -2.96], [1.98, 4.38, -0.65], [0.95, 5.81, -0.94], [1.58, 4.91, -2.32], [-0.53, 3.83, -3.80], [-1.57, 5.00, -2.99], [-2.09, 3.31, -3.07], [-1.90, 3.37, 0.58], [-2.34, 4.86, -0.30], [-0.97, 4.87, 0.84], [-2.44, 0.82, 0.98]]
}


7.
{
  "formula": "C29H30F3N4O3S2Zr",
  "method": "ωB97M-V/def2-TZVPD",
  "fmax_ev_per_a": 0.85,
  "e_lumo_ev": -2.98,
  "e_homo_ev": -10.4,
  "total_charge": 1,
  "homo_lumo_gap_ev": 7.445,
  "e_above_lowest_kj_mol": 0.0,
  "species": ["Zr", "C", "N", "C", "C", "C", "C", "C", "C", "C", "N", "C", "C", "C", "C", "C", "C", "N", "C", "C", "H", "H", "H", "H", "H", "H", "H", "H", "H", "H", "H", "H", "H", "H", "H", "H", "H", "H", "H", "H", "F", "C", "F", "F", "C", "C", "C", "C", "N", "C", "S", "H", "H", "H", "C", "C", "C", "C", "C", "C", "C", "S", "O", "O", "O", "H", "H", "H", "H", "H", "H", "H"],
  "coordinates": [[0.11, -0.21, 0.53], [2.45, 1.86, 1.80], [1.83, 0.54, 2.04], [1.05, 0.62, 3.31], [2.81, -0.54, 2.20], [4.05, -0.34, 2.79], [4.86, -1.43, 3.07], [4.40, -2.71, 2.80], [3.16, -2.92, 2.22], [2.36, -1.83, 1.87], [1.10, -1.89, 1.29], [0.56, -3.02, 0.62], [1.31, -4.01, -0.01], [0.67, -5.04, -0.69], [-0.71, -5.08, -0.77], [-1.46, -4.06, -0.20], [-0.83, -3.04, 0.48], [-1.53, -1.88, 1.02], [-2.86, -1.65, 0.42], [-1.70, -2.02, 2.49], [3.05, 2.17, 2.65], [3.06, 1.84, 0.91], [1.66, 2.60, 1.66], [1.73, 0.85, 4.13], [0.30, 1.41, 3.24], [0.57, -0.33, 3.51], [4.39, 0.65, 3.04], [5.83, -1.28, 3.51], [5.01, -3.57, 3.06], [2.81, -3.92, 2.06], [2.39, -3.97, 0.01], [1.26, -5.80, -1.17], [-1.20, -5.88, -1.30], [-2.54, -4.07, -0.30], [-3.57, -2.42, 0.73], [-3.23, -0.68, 0.76], [-2.80, -1.65, -0.67], [-2.43, -2.80, 2.69], [-0.75, -2.29, 2.94], [-2.06, -1.08, 2.90], [1.02, 1.18, -5.64], [0.41, 0.63, -4.59], [-0.10, -0.55, -4.97], [-0.63, 1.43, -4.26], [1.36, 0.47, -3.43], [2.68, 0.86, -3.53], [3.53, 0.72, -2.43], [3.01, 0.23, -1.26], [1.73, -0.16, -1.16], [0.91, -0.08, -2.22], [-0.68, -0.70, -1.88], [3.04, 1.28, -4.45], [4.57, 1.00, -2.50], [3.62, 0.10, -0.37], [-5.47, 4.56, -2.77], [-4.37, 4.01, -1.91], [-3.72, 2.83, -2.25], [-2.71, 2.32, -1.45], [-2.36, 3.00, -0.29], [-2.99, 4.18, 0.07], [-3.99, 4.68, -0.74], [-1.09, 2.39, 0.74], [0.08, 1.96, -0.09], [-0.79, 3.34, 1.76], [-1.52, 1.04, 1.29], [-5.53, 4.03, -3.72], [-5.32, 5.62, -2.97], [-6.43, 4.46, -2.26], [-3.99, 2.31, -3.16], [-2.19, 1.41, -1.73], [-2.69, 4.71, 0.97], [-4.48, 5.60, -0.47]]
}


8.
{
  "formula": "C5H22O7",
  "method": "ωB97M-V/def2-TZVPD",
  "fmax_ev_per_a": 4.97,
  "e_lumo_ev": 0.13,
  "e_homo_ev": -9.9,
  "smiles": "C=CCCCO.O.O.O.O.O.O",
  "homo_lumo_gap_ev": 10.000,
  "e_above_lowest_kj_mol": 224.2,
  "species": ["C", "C", "C", "C", "C", "O", "H", "H", "H", "H", "H", "H", "H", "H", "H", "H", "O", "H", "H", "O", "H", "H", "O", "H", "H", "O", "H", "H", "O", "H", "H", "O", "H", "H"],
  "coordinates": [[-3.47, 0.33, -0.57], [-2.43, 0.17, -1.36], [-1.27, -0.70, -1.03], [0.06, -0.46, -1.68], [0.19, 0.99, -2.09], [0.66, 1.88, -1.10], [-4.27, 0.86, -1.03], [-3.53, -0.18, 0.38], [-2.30, 0.74, -2.29], [-1.59, -1.79, -1.37], [-1.10, -0.76, 0.10], [1.06, -0.63, -1.12], [0.18, -1.04, -2.54], [-0.71, 1.46, -2.59], [1.04, 1.10, -2.88], [0.09, 2.02, -0.30], [0.89, -1.99, 1.38], [1.80, -1.76, 1.53], [0.45, -1.29, 1.90], [0.38, 0.55, 2.41], [-0.41, 0.87, 2.08], [1.20, 0.87, 2.16], [-1.31, 2.01, 1.06], [-2.17, 1.58, 0.83], [-1.55, 2.90, 1.45], [2.40, 1.56, 0.94], [1.85, 1.75, 0.24], [2.76, 2.37, 1.26], [0.40, -3.76, -0.57], [0.59, -3.05, 0.05], [-0.14, -4.44, 0.05], [3.23, -0.84, 1.91], [3.89, -1.26, 1.36], [3.11, -0.04, 1.45]]
}


9.
{
  "formula": "C4H9FS",
  "method": "ωB97M-V/def2-TZVPD",
  "fmax_ev_per_a": 2.06,
  "e_lumo_ev": 1.00,
  "e_homo_ev": -8.7,
  "smiles": "CSC[C@H](C)F",
  "homo_lumo_gap_ev": 9.692,
  "e_above_lowest_kj_mol": 65.4,
  "species": ["C", "S", "C", "C", "C", "F", "H", "H", "H", "H", "H", "H", "H", "H", "H"],
  "coordinates": [[2.83, -0.42, 0.14], [1.34, 0.50, -0.45], [-0.08, -0.51, -0.04], [-1.46, -0.09, -0.49], [-1.99, 1.16, 0.19], [-2.23, -1.20, -0.17], [2.84, -1.42, -0.30], [2.89, -0.51, 1.25], [3.79, 0.00, -0.21], [-0.14, -0.57, 1.06], [0.04, -1.54, -0.41], [-1.40, 0.13, -1.55], [-1.99, 1.18, 1.30], [-1.39, 2.03, -0.18], [-3.06, 1.25, -0.12]]
}


10.
{
  "formula": "C3H7NO2",
  "method": "ωB97M-V/def2-TZVPD",
  "fmax_ev_per_a": 0.82,
  "e_lumo_ev": 0.64,
  "e_homo_ev": -10.7,
  "smiles": "N=C=O.CCO",
  "homo_lumo_gap_ev": 11.333,
  "e_above_lowest_kj_mol": 97.4,
  "species": ["N", "C", "O", "H", "C", "C", "O", "H", "H", "H", "H", "H", "H"],
  "coordinates": [[-0.77, -1.63, -1.52], [-0.72, -0.70, -2.30], [-0.72, 0.12, -3.14], [-0.45, -1.60, -0.55], [-0.43, 1.15, 0.56], [0.82, 0.29, 0.62], [0.42, -1.03, 1.01], [-1.19, 0.68, -0.07], [-0.86, 1.27, 1.56], [-0.20, 2.13, 0.15], [1.31, 0.26, -0.36], [1.53, 0.70, 1.34], [1.22, -1.55, 1.15]]
}


Number 3 is which compound?
C21H27FeN4O6STe4